# 1
13
Properties=species:S:1:pos:R:3:forces:R:3 method="wB97M-V/def2-TZVPD" e_homo_ev=-10.280 smiles="CCOC(N)=O" e_lumo_ha=0.035 molar_mass_g_mol=89.09 total_charge=0 homo_lumo_gap_ha=0.4130
C -1.80949 0.13931 0.05585 0.4 0.0 0.3
C -0.92696 -0.71758 -0.83508 0.7 -0.1 0.3
O 0.91473 1.14738 -1.13248 0.1 -0.1 0.2
C 1.23341 0.24376 -0.38602 -0.2 0.2 -0.4
O 0.40884 -0.79812 -0.10232 -0.1 -0.1 -0.9
N 2.48649 0.19406 0.18182 -0.3 -0.1 0.0
H -2.00500 1.15248 -0.30593 0.0 -0.3 -0.1
H -1.06376 0.18828 0.83288 -0.6 0.8 1.1
H -2.71021 -0.31776 0.48201 0.2 0.0 -0.5
H -1.28247 -1.75055 -0.92322 0.4 0.3 0.1
H -0.71650 -0.27363 -1.80643 -0.1 -0.2 0.1
H 2.72762 -0.36659 0.98258 -0.3 -0.1 -0.2
H 3.05402 1.01593 0.01611 -0.3 -0.3 0.1

# 2
13
Properties=species:S:1:pos:R:3:forces:R:3 method="wB97M-V/def2-TZVPD" e_homo_ev=-9.760 smiles="[H]/N=C/OCCO" e_lumo_ha=0.030 molar_mass_g_mol=89.09 total_charge=0 homo_lumo_gap_ha=0.3891
O -1.81430 0.32528 0.15496 -0.1 0.1 0.0
C -1.16571 -0.89085 0.35062 0.1 -0.4 0.0
C 0.17756 -1.05496 -0.35925 -0.2 -0.1 -0.2
O 1.35364 -0.35942 0.12095 -0.1 0.1 0.1
C 1.41541 0.96527 0.07097 -0.1 0.2 0.0
N 0.41713 1.72133 -0.12501 0.3 -0.1 0.1
H -1.10944 1.00150 0.04970 -0.2 0.1 0.0
H -1.08405 -1.16686 1.41722 0.1 0.2 -0.2
H -1.79545 -1.65365 -0.13037 0.1 -0.1 0.2
H 0.47948 -2.10097 -0.27886 -0.1 0.1 -0.1
H 0.03860 -0.79335 -1.41281 0.1 0.0 0.0
H 2.44332 1.29932 0.22921 -0.1 0.0 0.1
H 0.64382 2.70734 -0.08733 0.2 0.0 -0.1

# 3
13
Properties=species:S:1:pos:R:3:forces:R:3 method="wB97M-V/def2-TZVPD" e_homo_ev=-8.674 smiles=N[C@@]1(O)C[C@@H]1O e_lumo_ha=0.027 molar_mass_g_mol=89.09 total_charge=0 homo_lumo_gap_ha=0.3457
N -1.12227 -0.99897 -1.04255 0.0 0.1 0.0
C -0.24263 -0.01136 -0.48652 -0.1 -0.1 0.3
O 0.34145 0.80768 -1.45343 0.2 0.0 0.2
C -0.63377 0.56593 0.84252 -0.2 0.2 0.1
C 0.58071 -0.30804 0.75854 -0.2 -0.1 0.0
O 1.75810 0.42894 0.99808 0.3 -0.2 -0.3
H -2.08913 -0.77082 -0.83368 0.2 0.0 -0.1
H -1.02100 -1.00371 -2.05348 0.1 -0.1 0.2
H -1.51632 0.20963 1.36636 0.1 0.0 -0.1
H -0.39529 1.61874 0.95835 -0.1 -0.1 0.1
H 0.54591 -1.31804 1.16662 0.0 0.2 -0.1
H 1.26279 0.92637 -1.17697 -0.1 0.1 -0.1
H 2.53144 -0.14634 0.95619 -0.2 0.0 -0.1

# 4
13
Properties=species:S:1:pos:R:3:forces:R:3 method="wB97M-V/def2-TZVPD" e_homo_ev=-9.655 smiles="C=C=NO.[H][H].C=O" e_lumo_ha=0.016 molar_mass_g_mol=89.09 total_charge=0 homo_lumo_gap_ha=0.3707
C -1.14105 1.19403 -0.45067 -0.4 -0.3 0.0
C -1.16768 -0.07665 -0.13519 -0.7 -0.2 0.0
N -1.59466 -1.21261 0.10902 -0.2 0.5 -0.2
O -0.69508 -2.21320 0.45480 0.0 -0.3 0.1
C 1.50947 -0.56144 0.30708 0.5 0.1 0.0
O 2.27755 0.35994 0.18159 0.0 -0.7 0.2
H -1.24031 1.96038 0.31163 0.1 -0.2 -0.1
H 0.70451 2.23374 -0.46119 0.4 0.4 0.0
H -1.03739 1.49869 -1.48703 0.0 -0.1 0.2
H -1.29256 -2.96177 0.58632 0.2 0.1 0.0
H 1.24712 -1.23101 -0.53211 0.1 0.1 0.0
H 1.04085 -0.81901 1.27499 0.1 0.1 -0.1
H 1.37695 1.97552 -0.28410 0.0 0.4 -0.1

# 5
13
Properties=species:S:1:pos:R:3:forces:R:3 method="wB97M-V/def2-TZVPD" e_homo_ev=-8.824 smiles="[H]/N=C/O.CC=O" e_lumo_ha=0.033 molar_mass_g_mol=89.09 total_charge=0 homo_lumo_gap_ha=0.3576
C 2.07495 0.27194 0.64040 0.1 -0.2 -0.1
C 1.13249 -0.14713 -0.45776 -1.4 1.4 -0.7
O 1.38725 -1.01862 -1.25347 0.1 -0.2 0.1
H -0.64769 -0.85499 0.63689 -1.7 -0.5 0.2
H 1.54150 0.33968 1.58740 0.0 0.1 0.1
H 2.90854 -0.42805 0.73177 -0.1 0.1 0.0
H 2.45901 1.27004 0.41217 -0.1 0.0 0.0
N -1.65207 0.76789 -0.56524 -1.0 0.2 0.4
C -2.25496 -0.25788 -0.11871 0.1 0.6 -1.9
O -1.61860 -1.12367 0.63727 1.7 -0.3 0.8
H 0.06685 0.47170 -0.57891 2.7 -1.3 0.5
H -2.17139 1.34403 -1.21517 -0.3 -0.2 0.1
H -3.22589 -0.63495 -0.45663 -0.1 0.3 0.4

# 6
13
Properties=species:S:1:pos:R:3:forces:R:3 method="wB97M-V/def2-TZVPD" e_homo_ev=-10.539 smiles="[H]/N=C(/O)CCO" e_lumo_ha=0.031 molar_mass_g_mol=89.09 total_charge=0 homo_lumo_gap_ha=0.4181
N -0.68816 -1.29858 -1.21124 0.0 0.4 0.2
C -0.94199 -0.15741 -0.71089 0.3 -0.2 -0.1
O -2.21212 0.28722 -0.69658 -0.1 -0.2 -0.1
C 0.00276 0.84578 -0.09012 0.0 0.0 0.1
C 1.30362 0.22818 0.40795 0.1 0.2 -0.2
O 1.10367 -0.71503 1.43685 -0.2 -0.3 0.0
H -2.74136 -0.40120 -1.13435 0.1 0.1 0.1
H 0.30972 -1.49804 -1.20406 -0.1 0.0 0.0
H -0.51887 1.33151 0.74048 0.0 -0.1 -0.1
H 0.22324 1.62515 -0.83006 -0.1 -0.1 0.1
H 1.86799 -0.20400 -0.43654 -0.1 0.0 0.2
H 1.93004 1.01532 0.83818 -0.1 -0.1 -0.1
H 0.49868 -1.39653 1.11070 0.1 0.1 0.1

# 7
13
Properties=species:S:1:pos:R:3:forces:R:3 method="wB97M-V/def2-TZVPD" e_homo_ev=-9.862 smiles="CC=O.NC=O" e_lumo_ha=0.037 molar_mass_g_mol=89.09 total_charge=0 homo_lumo_gap_ha=0.3994
O -1.70609 0.30039 1.00626 0.0 -0.5 -0.1
C -1.63398 -0.89828 0.81881 0.0 0.3 0.0
C -0.72693 -1.53620 -0.19019 0.0 0.0 0.0
O 1.99161 -0.02256 0.56156 -0.1 0.5 0.0
C 1.86127 1.17853 0.38601 0.1 -0.1 0.0
N 0.68794 1.84128 0.30684 0.0 -0.1 0.1
H -0.19304 1.35502 0.47540 0.1 0.0 0.0
H -2.26689 -1.56962 1.43096 0.0 0.0 0.0
H -0.83822 -2.62212 -0.21163 0.0 0.1 0.0
H 0.31065 -1.26866 0.05366 -0.2 0.0 0.0
H -0.94371 -1.13163 -1.18451 0.0 0.0 0.1
H 2.73862 1.84046 0.26180 -0.1 -0.1 0.0
H 0.67276 2.84438 0.21320 0.1 -0.2 0.0

# 8
13
Properties=species:S:1:pos:R:3:forces:R:3 method="wB97M-V/def2-TZVPD" e_homo_ev=-8.613 e_lumo_ha=0.022 molar_mass_g_mol=89.09 total_charge=0 homo_lumo_gap_ha=0.3389
N -1.79664 -0.93420 -0.89599 -0.1 -0.1 0.2
C -0.64228 -0.21097 -0.76218 0.3 -0.4 -0.3
O 0.39061 -0.72310 -1.22556 -0.4 -0.4 -0.9
C -0.61383 1.02146 0.00387 0.8 -0.3 0.0
C 1.44837 0.38312 0.57902 -0.5 0.6 0.5
O 1.72011 -0.88846 0.88536 -0.6 0.3 -0.1
H -2.67805 -0.63589 -0.51913 0.1 0.1 0.2
H -1.64541 -1.92776 -0.97725 -0.2 0.1 -0.2
H -1.59776 1.34985 0.42114 1.1 -0.5 0.4
H -0.12583 1.87805 -0.44256 0.0 -0.1 -0.4
H 1.96450 0.74854 -0.31691 -0.8 0.1 0.3
H 1.40573 1.00727 1.44266 0.4 0.2 0.5
H 1.68942 -1.40663 0.05534 -0.2 0.3 0.1

# 9
13
Properties=species:S:1:pos:R:3:forces:R:3 method="wB97M-V/def2-TZVPD" e_homo_ev=-7.355 e_lumo_ha=0.018 molar_mass_g_mol=89.09 total_charge=0 homo_lumo_gap_ha=0.2887
N 1.55792 0.23449 -0.41823 0.1 0.0 0.1
C 0.17327 -0.08083 -1.39922 0.1 -0.2 -0.2
O 0.44257 0.09322 -2.56528 -0.1 -0.3 0.4
C -0.75281 -0.63088 -0.56623 -0.2 0.2 -0.2
C -1.15261 -0.15561 0.80507 -0.3 -0.2 -0.1
O -0.09668 0.49790 1.52891 -0.1 0.1 0.2
H 1.44814 0.99124 0.25319 0.0 0.0 -0.2
H 2.37090 0.32552 -1.02267 -0.2 0.1 0.1
H 1.57197 -0.63466 0.10577 0.4 0.1 0.1
H -1.53571 -1.17614 -1.08336 -0.1 0.2 0.0
H -1.97920 0.56649 0.69583 0.1 -0.1 0.1
H -1.53769 -0.99641 1.40196 0.1 0.1 -0.1
H -0.51006 0.96570 2.26428 0.2 -0.1 -0.1

# 10
13
Properties=species:S:1:pos:R:3:forces:R:3 method="wB97M-V/def2-TZVPD" e_homo_ev=-9.820 smiles="O=CNCCO" e_lumo_ha=0.025 molar_mass_g_mol=89.09 total_charge=0 homo_lumo_gap_ha=0.3860
C 1.54174 0.58263 -1.54154 0.3 0.4 0.0
N 0.78162 0.66314 -0.42184 0.4 0.0 -0.5
C -0.48688 -0.04806 -0.31970 0.4 0.3 0.7
C -0.95784 -0.12376 1.14647 -0.6 -0.6 -0.9
O -1.59316 -1.39507 1.38388 0.5 0.6 0.2
O 2.70615 0.91933 -1.58014 0.0 0.0 -0.1
H 1.00982 0.23582 -2.44135 -0.1 -0.2 0.1
H 1.30775 1.03846 0.35500 -0.4 -0.2 0.3
H -1.20748 0.48342 -0.93560 -0.3 -0.3 -0.1
H -0.35006 -1.07734 -0.64639 -0.2 0.0 -0.2
H -0.09502 -0.01526 1.79426 0.0 0.2 0.3
H -1.71053 0.64166 1.32770 0.2 0.1 0.3
H -0.94611 -1.90498 1.87925 -0.2 -0.3 0.0

# 11
13
Properties=species:S:1:pos:R:3:forces:R:3 method="wB97M-V/def2-TZVPD" e_homo_ev="-13.382 / -13.376" spin_multiplicity=2 e_lumo_ha="-0.189 / -0.332" molar_mass_g_mol=89.09 total_charge=+1 homo_lumo_gap_ha="0.3031 / 0.1594"
C 0.29810 1.53172 -1.16434 -0.3 1.6 -0.3
C 1.17155 0.46785 -1.37952 0.7 0.0 1.8
O 1.56102 -0.05722 -2.46806 -0.7 -0.5 -0.6
H -0.23251 2.15079 -1.87412 0.0 -0.5 -0.6
H 0.24732 1.97150 -0.16906 0.1 -0.6 0.1
H 1.63086 0.10408 -0.46615 -0.1 -0.4 0.1
H 2.01526 -0.91275 -2.28543 0.2 0.5 -0.4
C -1.08771 -0.47603 2.15861 -0.3 0.1 0.4
N -1.25950 -1.34697 1.12261 0.6 0.1 -0.6
O -0.22299 -0.62488 2.98390 0.2 0.2 -0.1
H -1.82790 0.34061 2.23991 0.0 -0.2 -0.2
H -0.48137 -1.97592 0.99911 -0.1 -0.3 0.1
H -1.81214 -1.17278 0.30254 -0.4 0.2 0.2

# 12
14
Properties=species:S:1:pos:R:3:forces:R:3 method="wB97M-V/def2-TZVPD" e_homo_ev="-3.218 / -3.211" e_lumo_ha="0.147 / 0.147" molar_mass_g_mol=120.07 total_charge=-1 homo_lumo_gap_ha="0.2648 / 0.2646"
C 0.54048 -1.77199 0.75530 1.9 2.8 2.0
C 1.20754 -0.66493 1.22654 -0.5 -0.6 -2.3
C -1.40372 0.28624 -0.71945 0.8 -2.2 -1.9
N -0.61313 1.36538 -0.30117 -0.1 0.8 2.8
O -0.90202 0.16931 2.98390 1.8 -0.1 -1.6
O 1.23574 1.69645 2.63070 -1.4 -2.1 -1.0
P 0.32400 0.55656 2.17458 -0.4 2.8 1.2
H 0.87055 -2.42137 0.01150 0.7 -0.8 -1.2
H -0.24153 -2.06005 1.37006 -1.8 -0.7 0.7
H 2.03979 -0.21870 0.62062 -0.7 -0.5 0.8
H -2.42042 0.00439 -0.31147 0.8 0.7 0.1
H -1.51758 0.43252 -1.86815 -0.1 -0.9 1.3
H -0.72214 -0.68902 -0.55311 -1.5 1.3 -0.7
H -1.26394 2.07673 0.08710 0.7 -0.4 0.0